Record 1
Molecular formula: C40H128N10O19
Method: DFT, ωB97M-V with the def2-TZVPD basis set

The geometry in ORCA input format:
```
! RIJCOSX wB97M-V def2-TZVPD def2/J DEFGRID3
* xyz 0 1
C -2.675 -3.109 -5.364
C -1.962 -3.977 -4.300
C -2.836 -4.296 -3.036
O -2.008 -5.069 -2.174
C -2.683 -5.585 -1.033
N -1.658 -5.228 -4.903
H -3.518 -3.697 -5.727
H -2.002 -2.896 -6.194
H -3.085 -2.195 -4.936
H -1.067 -3.475 -3.934
H -3.786 -4.717 -3.365
H -3.145 -3.357 -2.579
H -3.670 -6.000 -1.239
H -2.807 -4.906 -0.189
H -2.047 -6.357 -0.600
H -1.205 -5.571 -4.068
H -2.536 -5.728 -4.909
C 4.409 -3.564 -1.272
C 5.514 -2.715 -0.668
C 5.228 -2.302 0.778
O 3.959 -1.577 0.889
C 3.524 -1.577 2.269
N 6.702 -3.423 -0.753
H 4.516 -3.782 -2.334
H 3.469 -3.025 -1.153
H 4.175 -4.550 -0.870
H 5.691 -1.785 -1.209
H 6.046 -1.721 1.203
H 5.196 -3.208 1.384
H 2.705 -2.289 2.378
H 3.066 -0.624 2.532
H 4.271 -1.650 3.060
H 7.329 -2.823 -0.235
H 7.004 -3.285 -1.707
C 0.399 -3.991 -0.144
C 0.587 -4.445 1.287
C -0.601 -5.404 1.760
O -0.437 -5.662 3.185
C -1.262 -6.659 3.699
N 1.828 -5.162 1.298
H 0.220 -4.839 -0.805
H 1.293 -3.471 -0.488
H -0.430 -3.285 -0.208
H 0.713 -3.630 2.000
H -0.522 -6.270 1.102
H -1.612 -5.007 1.676
H -1.003 -6.617 4.756
H -1.251 -7.643 3.230
H -2.309 -6.359 3.661
H 2.612 -4.552 1.118
H 1.886 -5.513 2.244
C 0.874 1.485 1.280
C 1.700 1.519 0.034
C 0.790 1.546 -1.213
O 0.045 0.362 -1.500
C 0.958 -0.730 -1.792
N 2.418 2.736 0.070
H 0.353 2.383 1.612
H 1.583 1.315 2.091
H 0.125 0.711 1.114
H 2.258 0.585 0.093
H 1.256 1.854 -2.149
H -0.021 2.264 -1.087
H 0.283 -1.532 -2.093
H 1.610 -1.088 -0.994
H 1.624 -0.471 -2.616
H 1.753 3.476 0.241
H 2.695 2.964 -0.874
C -1.942 0.617 6.388
C -1.773 1.636 5.315
C -1.962 3.082 5.727
O -3.285 3.351 6.197
C -3.480 4.689 6.580
N -0.538 1.377 4.662
H -2.940 0.643 6.825
H -1.151 0.733 7.129
H -1.904 -0.409 6.024
H -2.528 1.439 4.554
H -1.768 3.794 4.925
H -1.276 3.344 6.533
H -4.511 4.984 6.773
H -3.158 5.467 5.887
H -2.922 4.858 7.501
H -0.353 1.965 3.862
H -0.407 0.480 4.215
C -4.873 5.259 3.430
C -3.574 5.740 2.826
C -3.185 4.867 1.651
O -2.793 3.620 2.283
C -2.308 2.675 1.232
N -3.771 7.134 2.392
H -5.268 5.869 4.242
H -4.907 4.258 3.861
H -5.640 5.100 2.672
H -2.752 5.756 3.542
H -2.325 5.150 1.044
H -3.987 4.697 0.933
H -1.406 3.017 0.726
H -3.039 2.531 0.436
H -2.175 1.689 1.677
H -2.858 7.473 2.123
H -3.890 7.741 3.190
C -5.144 -3.498 4.435
C -3.883 -2.740 3.865
C -3.650 -2.891 2.336
O -2.477 -2.076 2.050
C -2.496 -1.526 0.768
N -4.047 -1.386 4.212
H -5.937 -3.326 3.707
H -5.483 -3.150 5.410
H -4.873 -4.552 4.498
H -3.094 -3.150 4.495
H -4.473 -2.485 1.748
H -3.416 -3.924 2.078
H -3.292 -0.781 0.760
H -2.749 -2.218 -0.035
H -1.544 -1.061 0.510
H -3.411 -0.856 3.633
H -3.663 -1.231 5.133
C 0.989 3.298 -8.691
C 0.965 1.780 -8.216
C -0.268 1.313 -7.383
O -0.760 2.121 -6.315
C 0.200 2.197 -5.297
N 1.130 1.043 -9.408
H 1.099 3.881 -7.777
H 0.026 3.655 -9.056
H 1.797 3.630 -9.344
H 1.744 1.600 -7.476
H -0.202 0.262 -7.102
H -1.067 1.278 -8.123
H -0.080 2.950 -4.560
H 1.149 2.569 -5.681
H 0.472 1.280 -4.773
H 0.295 0.605 -9.771
H 1.711 0.256 -9.159
C 3.839 4.357 5.122
C 3.031 3.099 5.546
C 2.200 3.392 6.815
O 2.962 3.514 8.027
C 2.202 3.384 9.214
N 2.152 2.677 4.383
H 4.467 4.782 5.905
H 3.229 5.177 4.743
H 4.540 4.168 4.309
H 3.697 2.263 5.760
H 1.543 2.530 6.932
H 1.630 4.314 6.698
H 2.614 3.614 10.197
H 1.900 2.340 9.287
H 1.307 3.999 9.118
H 1.473 2.012 4.724
H 1.565 3.442 4.083
C 0.906 -3.342 -9.519
C 1.464 -4.184 -8.382
C 1.038 -3.700 -6.927
O 1.642 -2.413 -6.523
C 1.149 -1.941 -5.329
N 0.901 -5.500 -8.706
H 1.541 -2.474 -9.698
H -0.115 -3.007 -9.332
H 0.892 -3.894 -10.459
H 2.553 -4.138 -8.342
H 1.370 -4.507 -6.274
H -0.043 -3.608 -6.820
H 1.523 -0.930 -5.168
H 1.403 -2.578 -4.482
H 0.064 -1.842 -5.308
H 1.261 -6.284 -8.181
H -0.096 -5.512 -8.542
O -1.288 5.254 -1.137
H -0.850 4.973 -1.940
H -1.944 5.886 -1.430
O -0.043 4.448 3.239
H -0.998 4.390 3.250
H 0.174 4.655 2.330
O -2.638 -0.213 -2.127
H -2.574 -0.095 -3.075
H -1.747 -0.071 -1.807
O 0.997 5.205 0.524
H 0.222 5.148 -0.036
H 1.622 5.722 0.017
O 3.281 3.240 -2.921
H 3.324 2.851 -3.795
H 3.905 3.965 -2.950
O 4.064 1.715 2.007
H 3.532 1.889 2.783
H 3.542 2.051 1.278
O 0.849 4.588 -2.816
H 1.493 3.903 -2.636
H 1.061 4.892 -3.698
O 4.485 0.477 -1.671
H 4.186 1.377 -1.801
H 4.131 0.228 -0.817
O -0.530 -0.972 3.363
H -0.253 -1.665 3.963
H -1.261 -1.353 2.877
*
```

The calculation puts the LUMO energy at -0.53 eV.

Here are the Löwdin charges for atoms 1 to 99, given in e:
1. C -0.0481
2. C -0.4521
3. C -0.1885
4. O -0.1934
5. C -0.0935
6. N 0.0489
7. H 0.0779
8. H 0.0534
9. H 0.0693
10. H 0.1212
11. H 0.1243
12. H 0.1134
13. H 0.0936
14. H 0.0596
15. H 0.0810
16. H 0.0667
17. H 0.0768
18. C -0.0481
19. C -0.4958
20. C -0.1619
21. O -0.2003
22. C -0.0864
23. N 0.0317
24. H 0.0763
25. H 0.0463
26. H 0.0788
27. H 0.1263
28. H 0.1273
29. H 0.1231
30. H 0.0681
31. H 0.0608
32. H 0.0952
33. H 0.0762
34. H 0.0866
35. C -0.0478
36. C -0.4204
37. C -0.1353
38. O -0.1960
39. C -0.1319
40. N 0.0467
41. H 0.0825
42. H 0.0554
43. H 0.0642
44. H 0.1173
45. H 0.1148
46. H 0.0838
47. H 0.0943
48. H 0.0904
49. H 0.0714
50. H 0.0560
51. H 0.0739
52. C -0.0457
53. C -0.4275
54. C -0.1653
55. O -0.2181
56. C -0.0550
57. N 0.0656
58. H 0.0564
59. H 0.0636
60. H 0.0793
61. H 0.1137
62. H 0.0961
63. H 0.1269
64. H 0.0830
65. H 0.0757
66. H 0.0824
67. H 0.0486
68. H 0.0474
69. C -0.0561
70. C -0.4472
71. C -0.1593
72. O -0.1700
73. C -0.1303
74. N 0.0476
75. H 0.0845
76. H 0.0849
77. H 0.0573
78. H 0.1297
79. H 0.0948
80. H 0.1250
81. H 0.0871
82. H 0.0713
83. H 0.0856
84. H 0.0480
85. H 0.0195
86. C -0.0640
87. C -0.4307
88. C -0.1851
89. O -0.2123
90. C -0.0450
91. N 0.0365
92. H 0.0758
93. H 0.0785
94. H 0.0836
95. H 0.1177
96. H 0.0961
97. H 0.1298
98. H 0.0541
99. H 0.0909


Record 2
Molecular formula: C40H24BiBrF10N8O2S2
Method: DFT, ωB97M-V with the def2-TZVPD basis set

The geometry in ORCA input format:
```
! RIJCOSX wB97M-V def2-TZVPD def2/J DEFGRID3
* xyz -2 1
Bi -0.198 0.159 -0.800
C -1.609 -3.009 -0.662
N -2.123 -1.638 -0.770
C -2.922 -1.490 -2.000
C -2.095 -0.809 -3.083
N -1.628 0.490 -2.621
C -2.507 1.532 -2.618
C -3.840 1.581 -3.079
F -4.465 0.501 -3.617
C -4.628 2.721 -3.019
F -5.886 2.667 -3.491
C -4.153 3.900 -2.493
F -4.919 5.005 -2.449
C -2.849 3.910 -2.025
F -2.339 5.032 -1.502
C -2.079 2.775 -2.101
F -0.824 2.855 -1.625
C -2.882 -1.333 0.455
C -3.370 0.100 0.561
N -2.251 1.014 0.511
C -2.415 2.250 1.011
C -3.622 2.917 1.337
F -4.826 2.338 1.081
C -3.670 4.193 1.871
F -4.867 4.743 2.157
C -2.521 4.920 2.097
F -2.573 6.166 2.616
C -1.311 4.333 1.762
F -0.172 5.013 1.951
C -1.275 3.060 1.248
F -0.064 2.551 0.941
H -2.448 -3.718 -0.617
H -0.995 -3.246 -1.528
H -1.019 -3.112 0.244
H -3.275 -2.474 -2.333
H -3.800 -0.884 -1.786
H -1.214 -1.420 -3.290
H -2.663 -0.744 -4.010
H -3.743 -2.017 0.530
H -2.207 -1.540 1.289
H -4.130 0.309 -0.206
H -3.902 0.157 1.521
S 1.923 1.490 -2.120
C 2.246 0.467 -3.478
C 2.912 1.004 -4.588
C 3.214 0.249 -5.710
C 3.896 0.865 -6.814
N 4.438 1.372 -7.693
C 2.847 -1.104 -5.751
C 2.189 -1.652 -4.657
C 1.884 -0.902 -3.523
S 1.125 -1.738 -2.182
C 3.132 -1.921 -6.893
N 3.364 -2.589 -7.801
H 3.193 2.048 -4.562
H 1.906 -2.695 -4.683
N 0.290 0.580 3.337
C 0.840 1.752 3.719
C 0.349 2.517 4.763
C 0.955 3.734 5.120
C 2.041 4.220 4.450
C 2.560 3.479 3.359
C 3.637 3.934 2.563
C 4.057 3.191 1.501
C 3.412 1.963 1.232
N 2.425 1.502 1.953
C 1.983 2.245 2.998
H -0.579 0.283 3.737
H 0.612 0.092 2.510
H -0.526 2.173 5.302
H 0.531 4.301 5.941
H 2.490 5.170 4.712
H 4.099 4.886 2.799
H 4.859 3.524 0.856
H 3.724 1.366 0.383
Br 5.681 -0.699 -0.305
C 4.573 -1.917 0.637
C 5.126 -3.082 1.141
N 4.405 -3.996 1.783
C 3.100 -3.758 1.920
C 2.462 -2.618 1.450
C 3.224 -1.662 0.795
C 0.956 -2.465 1.611
O 0.345 -3.370 2.181
O 0.457 -1.379 1.170
H 6.184 -3.282 1.016
H 2.509 -4.508 2.430
H 2.761 -0.767 0.406
*
```

The calculation puts the LUMO energy at 3.95 eV.

Löwdin atomic charges, in units of e:
1. Bi 1.6343
2. C -0.1064
3. N -0.2867
4. C -0.1820
5. C -0.2564
6. N -0.1395
7. C -0.1998
8. C -0.1339
9. F 0.0529
10. C -0.1548
11. F 0.0935
12. C -0.1581
13. F 0.0916
14. C -0.1536
15. F 0.1179
16. C -0.1730
17. F 0.0120
18. C -0.2005
19. C -0.2542
20. N -0.0901
21. C -0.2231
22. C -0.1400
23. F 0.0529
24. C -0.1606
25. F 0.0876
26. C -0.1637
27. F 0.0777
28. C -0.1568
29. F 0.1126
30. C -0.1696
31. F 0.0195
32. H 0.0905
33. H 0.0436
34. H 0.0586
35. H 0.1216
36. H 0.0974
37. H 0.0542
38. H 0.1108
39. H 0.1248
40. H 0.1131
41. H 0.0997
42. H 0.1179
43. S 0.5051
44. C -0.7134
45. C -0.0756
46. C -0.2083
47. C -0.1928
48. N 0.1365
49. C -0.2112
50. C -0.0774
51. C -0.6653
52. S 0.5625
53. C -0.1986
54. N 0.1333
55. H 0.1051
56. H 0.1056
57. N 0.1625
58. C -0.2722
59. C -0.0485
60. C -0.1123
61. C -0.0824
62. C -0.1721
63. C -0.0273
64. C -0.0499
65. C -0.1588
66. N 0.1363
67. C -0.1726
68. H 0.1036
69. H 0.0475
70. H 0.1001
71. H 0.0937
72. H 0.0957
73. H 0.1079
74. H 0.0994
75. H 0.0302
76. Br 0.7285
77. C -0.6445
78. C -0.2170
79. N 0.0540
80. C -0.0888
81. C -0.1004
82. C -0.0674
83. C -0.6406
84. O 0.0026
85. O -0.2648
86. H 0.0889
87. H 0.1110
88. H 0.0702


Computed values of Kohn-Sham gap (unit: Eh) for the preceding records, in sequence: 0.2830 0.2497.
Computed values of max |F| (unit: eV/Å) for the preceding records, in sequence: 2.97 0.38.